Molecular formula: C7H17NO
Method: DFT, ωB97M-V/def2-TZVPD

Positions of all 26 atoms, in Å:
O -1.8620 3.1947 -0.6116
N -1.7284 1.1204 0.0784
C -0.7314 -0.1143 2.0593
C 2.3470 -3.2780 -0.6827
C 3.0712 -1.9229 -0.6577
C -2.9097 1.5253 1.0231
C -0.4890 1.7516 -2.0837
C -1.3914 2.0985 -0.9460
C -0.5127 0.6187 0.7965
H 0.0427 0.0116 0.1177
H -1.2715 0.2798 3.0528
H 4.1547 -2.0124 -0.6146
H -0.9359 1.4249 -2.9993
H -1.3316 -1.0779 1.7724
H -3.4937 0.5785 1.2975
H -3.4101 2.2225 0.3332
H 2.9033 -3.9390 -1.2625
H 0.0422 1.5080 1.1808
H 1.3017 -3.0511 -1.0715
H -2.4284 2.2065 1.7864
H 2.2941 -3.4724 0.4241
H 0.1512 -0.6576 2.3589
H 0.1822 2.6454 -2.2903
H 0.3008 1.1282 -1.6442
H 2.7720 -1.3358 0.2066
H 2.9329 -1.4531 -1.6236

Forces on atoms 1 to 6 (eV/Å):
1.15 -0.26 -2.85
0.03 -1.35 0.05
-3.18 -3.90 1.82
-1.67 2.92 2.29
0.53 -0.26 -0.74
2.24 0.20 -1.99

The value obtained for the molar mass is 131.2 g mol⁻¹. The largest force on an atom comes out at 5.354 eV Å⁻¹. Its HOMO-LUMO gap is 9.410 eV. The value obtained for the energy above the lowest of the compared OMol25 structures with the same formula, charge and spin is 311.9 kJ/mol. Its SMILES is CCN(C)C(C)=O.CC. Its HOMO energy is -8.63 eV.